# 1
Here is a structure of composition C22H36BBeBrCl3F4N3NaO8 in a non-equilibrium geometry from OMol25. Energies are from the ωB97M-V functional and the def2-TZVPD basis.

Net charge: -1
Electronic energy in eV: -168218.8950

Structure (XYZ):
```
80
Properties=species:S:1:pos:R:3:forces:R:3
C 4.5647 -4.4876 1.0417 0.5 0.8 0.2
C 5.9977 -3.8315 0.8970 -0.1 -0.7 -0.2
C 6.3281 -2.7258 1.9555 -0.6 -0.2 -1.0
C 5.2671 -1.5564 2.0216 1.1 -0.2 0.0
C 5.0641 -0.8895 0.6218 0.2 0.7 0.3
C 3.8644 0.1264 0.5355 -0.2 -0.5 -0.3
C 2.5964 -0.2715 1.3531 -0.7 0.6 -0.6
C 1.9553 -1.6287 0.9354 0.1 -0.1 1.4
O 0.9337 -1.4488 -0.0624 -0.6 -0.3 0.6
C 0.5174 -2.6448 -0.6140 0.3 -0.3 -0.4
O 0.9498 -2.9304 -1.6745 1.7 -1.3 -0.2
N -0.3926 -3.5498 -0.0064 0.5 1.8 1.7
C -0.9517 -3.1106 1.2830 -1.6 -1.1 0.9
C -2.5236 -3.1335 1.2432 0.4 0.7 0.1
F -2.9772 -2.6420 2.4964 0.3 -0.5 -0.7
H 4.0169 -3.9650 1.8587 0.2 -0.6 -0.5
H 3.9774 -4.3130 0.1100 0.3 -0.5 0.7
H 4.6736 -5.5649 1.2914 -0.4 0.7 -0.3
H 6.1056 -3.4550 -0.1515 0.0 -0.1 1.0
H 6.7394 -4.6701 0.9758 -0.4 0.9 0.0
H 6.4372 -3.2537 2.9558 -0.5 0.7 -1.1
H 7.3276 -2.3013 1.6649 -0.7 -0.3 0.5
H 4.3357 -1.9192 2.5063 0.5 0.3 -0.5
H 5.7152 -0.7849 2.6993 -0.6 -0.5 -0.4
H 4.9970 -1.6194 -0.2160 -0.1 0.3 0.8
H 5.9952 -0.2924 0.4254 -0.7 -0.6 0.0
H 3.5668 0.1715 -0.5456 0.2 0.1 0.9
H 4.1793 1.1584 0.8154 -0.2 -0.8 0.0
H 2.7472 -0.2367 2.4611 0.1 -0.2 -0.9
H 1.8205 0.5153 1.1533 0.6 -0.7 0.2
H 1.4518 -2.0696 1.8393 0.6 0.2 -0.6
H 2.7259 -2.3549 0.5794 -0.5 0.5 0.1
H 0.0837 -4.4403 0.1135 -0.3 0.2 -0.5
H -0.6760 -2.0916 1.6208 0.2 -0.7 -0.4
H -0.6757 -3.8764 2.0556 -0.1 0.9 -0.4
H -2.9143 -2.4230 0.4749 0.3 -0.7 0.4
H -2.9401 -4.1529 1.0984 0.3 0.7 0.0
C -2.1133 0.2695 -0.2593 0.5 0.0 0.8
C -1.4111 0.6837 0.9727 -1.1 -0.7 -2.2
N -0.8721 1.0015 1.9181 0.9 0.5 1.7
H -3.0648 -0.1904 -0.0061 0.0 0.1 0.0
H -2.2956 1.1369 -0.8948 0.0 0.0 0.2
H -1.5036 -0.4503 -0.8073 0.1 0.1 0.0
O -4.1310 -0.0592 -2.0563 -0.3 0.0 -0.5
H -3.6998 -0.7286 -2.6020 0.0 0.0 0.1
H -5.0762 -0.1942 -2.2293 0.1 -0.2 0.0
F 0.3279 -2.2817 -3.6451 -1.7 1.0 -1.5
Be 8.0811 -3.1413 3.9545 0.7 0.0 0.5
C 0.2138 4.6261 0.7751 0.0 0.1 0.2
Cl 0.8829 5.3397 2.2410 -0.1 0.0 -0.1
Cl -0.4113 5.8841 -0.2992 0.0 -0.1 0.0
Cl 1.4314 3.6492 -0.0580 0.0 -0.1 0.0
H -0.6089 3.9764 1.0548 0.1 0.0 -0.1
C -1.5403 2.3018 -3.1890 -1.2 1.4 -0.8
O -0.9608 2.3425 -2.0143 0.0 -0.4 -0.2
H -2.4375 2.9322 -3.3264 -0.1 0.0 0.6
H -0.9145 2.5982 -4.0616 0.8 -0.6 0.2
H -1.9135 1.3003 -3.5245 0.5 -0.5 0.2
Na 2.0063 -2.8440 -4.2200 0.8 -0.3 0.1
N -6.7097 -1.3021 -3.1153 0.0 -0.1 -0.4
C -7.0146 -0.7560 -4.2969 0.0 0.3 0.1
C -7.6612 -1.4463 -5.3094 0.0 -0.1 0.1
C -7.9997 -2.7732 -5.0837 0.0 0.0 0.0
C -7.6833 -3.3490 -3.8637 0.0 -0.3 -0.1
C -7.0449 -2.5587 -2.9247 -0.3 0.8 -0.3
H -6.7195 0.2800 -4.4231 0.0 0.0 -0.1
H -7.8894 -0.9610 -6.2486 0.1 0.0 0.0
H -8.5029 -3.3510 -5.8495 0.0 0.0 0.0
H -7.9276 -4.3801 -3.6461 0.1 0.0 0.0
H -6.7602 -2.9646 -1.9029 -0.9 0.4 -0.4
Br -5.5095 -3.9366 -1.1256 1.2 -0.9 0.9
B -0.3051 10.0614 3.2849 -1.4 0.7 -0.4
O -0.1073 8.8859 4.1688 0.6 0.1 -0.2
C 1.1924 8.6481 4.2398 -1.0 -1.3 1.1
O 1.6892 7.7568 4.8816 0.2 0.1 -0.2
C 1.9265 9.6533 3.4067 0.8 1.3 -1.1
O 3.1196 9.7155 3.2574 0.0 -0.2 0.1
O 1.0516 10.4772 2.8501 0.2 -0.5 0.4
F -0.9300 11.1076 3.9983 0.3 -0.5 -0.3
F -1.0872 9.7038 2.1658 0.4 0.1 0.5
```
Forces are in eV/Å.

=====

# 2
Here is a structure of composition C16H31GeIrNO5 from OMol25. Energies are from the ωB97M-V functional and the def2-TZVPD basis.

Net charge: +2
2S+1: 2
Electronic energy in eV: -88161.2970

Structure (XYZ):
```
55
Properties=species:S:1:pos:R:3:forces:R:3
Ir -0.5296 -0.2111 0.3181 0.1 -0.4 0.5
C 2.6508 -2.3936 1.2982 0.0 0.0 0.0
C 2.0209 -1.9214 0.0072 -0.1 0.0 0.0
C 3.0383 -1.6051 -1.0698 0.0 0.0 0.0
C 0.9421 -2.8593 -0.4941 0.0 0.0 0.0
O 1.3824 -0.5777 0.3754 0.1 -0.1 0.1
Ge 1.6920 1.1574 -0.6045 -0.2 0.0 -0.2
O 0.0515 0.3681 -1.4741 0.1 0.3 -0.1
C -0.8433 1.1294 -2.4354 0.1 -0.1 0.1
C -2.1370 1.4358 -1.7090 0.0 0.1 0.0
C -0.0890 2.3869 -2.8213 0.0 0.0 0.0
C -1.0365 0.1836 -3.6003 -0.1 0.0 0.0
O 0.2487 1.5822 0.6845 0.0 0.0 0.1
C 0.4782 2.3159 2.0036 0.0 0.1 -0.1
C -0.4507 3.5094 1.9183 0.0 0.0 0.0
C 1.9407 2.7229 2.0042 0.0 0.0 0.0
C 0.1472 1.4046 3.1589 0.0 -0.1 0.0
H 3.1333 -3.3573 1.1294 0.0 0.0 0.0
H 1.8966 -2.5209 2.0751 0.0 0.0 0.0
H 3.4090 -1.6924 1.6454 0.0 0.0 0.0
H 3.5541 -2.5232 -1.3522 0.0 0.0 0.0
H 3.8012 -0.9100 -0.7128 0.0 0.0 0.0
H 2.5592 -1.2168 -1.9733 0.0 0.0 0.0
H 1.4149 -3.7894 -0.8101 0.0 0.0 0.0
H 0.4137 -2.4514 -1.3593 0.0 0.0 0.0
H 0.2410 -3.1133 0.3031 0.0 0.0 0.0
H -1.9612 2.0368 -0.8120 0.0 0.0 0.0
H -2.6806 0.5181 -1.4685 0.0 0.0 0.0
H -2.7895 2.0201 -2.3590 0.0 0.0 0.0
H 0.0594 3.0487 -1.9619 0.0 0.0 0.0
H -0.6689 2.9493 -3.5534 0.0 0.0 0.0
H 0.8686 2.1489 -3.2900 0.0 0.0 0.0
H -1.5072 -0.7459 -3.2762 0.0 0.1 0.0
H -0.0856 -0.0351 -4.0853 0.0 0.0 0.0
H -1.6900 0.6559 -4.3352 0.0 0.0 0.0
H -0.2054 4.1414 1.0646 0.0 0.0 0.0
H -0.3506 4.1093 2.8232 0.0 0.0 0.0
H -1.4903 3.1890 1.8412 0.0 0.0 0.0
H 2.1785 3.3763 1.1610 0.0 0.0 0.0
H 2.5989 1.8487 2.0052 0.0 0.0 0.0
H 2.1582 3.2841 2.9129 0.0 0.0 0.0
H -0.9035 1.1151 3.1560 0.0 0.0 0.0
H 0.3220 1.9506 4.0863 0.0 0.0 0.0
H 0.7791 0.5157 3.1758 0.0 0.0 0.0
O -1.0479 -1.2975 2.1778 -0.3 0.3 -0.3
C -1.9563 -1.8782 1.5373 0.2 0.1 -0.1
C -2.9847 -2.9058 1.8473 0.0 0.1 0.0
C -3.6281 -3.1605 0.4639 0.0 0.0 0.0
C -2.9382 -2.2333 -0.5367 -0.2 -0.1 0.1
O -3.0967 -2.0937 -1.7026 0.0 0.0 0.0
N -1.9800 -1.4874 0.2358 0.1 0.0 -0.1
H -3.6831 -2.5046 2.5850 0.0 0.0 0.0
H -2.5241 -3.7841 2.3015 0.0 0.0 0.0
H -4.6975 -2.9537 0.4484 0.0 0.0 0.0
H -3.4974 -4.1851 0.1167 0.0 0.0 0.0
```
Forces are in eV/Å.

=====

# 3
Here is a structure of composition C3H6N2 in a non-equilibrium geometry from OMol25. Energies are from the ωB97M-V functional and the def2-TZVPD basis.

Energy relative to the best compared isomer or geometry (same formula, charge and spin) in kJ/mol: 531.2

Structure (XYZ):
```
11
Properties=species:S:1:pos:R:3:forces:R:3
C 0.7627 0.5189 -0.0321 -1.5 1.5 -0.1
C -0.3546 0.8763 -0.3481 -3.6 -0.5 1.6
C 2.1010 0.0379 -0.0477 -0.5 -2.3 -0.3
N -2.6523 -0.4600 -0.1547 -0.7 0.5 -1.7
N -2.1476 0.8029 0.0901 3.5 -0.1 -3.9
H 2.2731 -0.0072 -1.1128 1.1 0.0 -0.3
H 2.8804 0.4935 0.5366 0.0 0.4 0.1
H 1.9246 -1.0260 0.2531 0.9 0.5 0.0
H -2.1177 -1.2745 0.0862 0.7 0.0 0.6
H -2.8662 -0.5541 -1.1921 0.3 0.5 2.0
H -1.9420 1.0521 1.0118 -0.1 -0.5 2.0
```
Forces are in eV/Å.

=====

# 4
Here is a structure of composition C42H68BBrIrN2O2Si in a non-equilibrium geometry from OMol25. Energies are from the ωB97M-V functional and the def2-TZVPD basis.

Net charge: +2
2S+1: 2
Electronic energy in eV: -133158.6144

Structure (XYZ):
```
118
Properties=species:S:1:pos:R:3:forces:R:3
Ir 0.0029 0.4109 -1.3971 3.6 0.8 0.8
C 4.1103 1.9467 4.2301 -0.1 0.1 -0.2
C 3.6883 3.0964 3.2992 0.2 0.0 0.2
C 2.9434 4.1340 4.1423 0.1 -0.2 -0.2
C 4.9391 3.7604 2.7040 -0.2 0.0 0.0
C 2.8389 2.5532 2.1616 -1.3 1.2 0.3
C 1.5438 3.0609 1.8699 1.2 -0.5 0.0
C 0.8334 2.5311 0.8166 -0.5 0.3 0.0
N 1.2703 1.5466 0.0418 0.5 -2.2 -0.5
C 2.5242 1.0144 0.2868 -1.4 2.9 2.1
C 3.2990 1.5485 1.3508 -0.4 -1.3 -1.6
C 2.9256 -0.0783 -0.5056 0.6 -3.0 -2.5
C 4.2317 -0.6368 -0.4946 -1.4 1.2 0.5
C 4.5715 -1.7075 -1.2756 -0.6 -1.1 -1.1
C 3.5395 -2.2610 -2.0888 0.7 0.6 0.8
C 2.2878 -1.6977 -2.0766 -0.1 -0.3 -0.3
N 1.9710 -0.6376 -1.3422 -0.4 2.0 0.9
C 5.9704 -2.2863 -1.3362 0.3 -0.2 -0.1
C 6.9244 -1.6776 -0.3067 -0.2 0.0 -0.1
C 6.5358 -2.0166 -2.7403 -0.1 0.1 0.1
C 5.9126 -3.8032 -1.1045 -0.1 0.2 0.0
H 4.6879 2.3581 5.0548 0.1 0.0 0.1
H 4.7286 1.2115 3.7222 0.1 -0.1 -0.1
H 3.2363 1.4433 4.6386 -0.1 -0.1 0.1
H 3.6012 4.4823 4.9356 0.0 0.0 0.0
H 2.0580 3.7014 4.6030 -0.1 0.0 0.1
H 2.6582 4.9983 3.5479 -0.1 0.1 0.0
H 5.5342 4.1945 3.5037 0.1 0.0 0.1
H 4.6581 4.5564 2.0178 0.0 0.1 -0.1
H 5.5583 3.0448 2.1692 0.1 -0.1 -0.1
H 1.0974 3.8511 2.4484 0.0 0.1 0.1
H -0.1549 2.9123 0.5896 0.0 -0.1 0.0
H 4.2644 1.1083 1.5293 0.2 0.0 0.1
H 4.9684 -0.1700 0.1330 0.2 0.0 0.1
H 3.7145 -3.1123 -2.7200 0.1 -0.2 -0.1
H 1.4909 -2.1177 -2.6789 0.0 0.1 0.0
H 7.0782 -0.6165 -0.4854 0.0 0.2 0.0
H 7.8935 -2.1642 -0.3873 0.0 0.0 0.0
H 6.5604 -1.8296 0.7065 0.0 0.0 0.2
H 6.5790 -0.9479 -2.9360 0.0 0.1 -0.1
H 5.9305 -2.4860 -3.5106 0.0 -0.1 -0.1
H 7.5442 -2.4178 -2.8029 0.1 0.0 0.0
H 5.4671 -4.0262 -0.1377 0.0 -0.1 0.1
H 6.9211 -4.2085 -1.1209 0.1 0.0 0.0
H 5.3372 -4.3066 -1.8758 0.0 -0.1 -0.1
C -3.9823 0.4107 3.5194 0.0 -0.3 -0.1
C -3.0373 -0.7542 3.8315 0.1 -0.1 -0.5
C -1.6484 -0.1583 4.0840 0.0 -0.2 -0.2
C -3.5369 -1.4531 5.1044 0.1 -0.3 -0.3
Si -3.0282 -2.0748 2.3757 -0.1 0.0 0.0
Br -1.3261 -0.5326 0.4085 -0.9 -0.4 1.2
C -1.8421 -3.6354 2.5198 0.0 0.4 -0.1
C -2.6449 -4.7899 3.1395 -0.3 0.4 -0.1
C -0.6402 -3.3365 3.4239 -0.3 0.2 0.0
C -1.2828 -4.0917 1.1676 -0.2 0.2 0.0
C -4.6084 -2.1812 1.2195 0.4 0.0 0.0
C -4.9846 -0.8337 0.5927 0.2 0.0 0.2
C -5.7927 -2.6801 2.0615 0.4 0.0 0.3
C -4.3723 -3.1685 0.0707 0.2 0.0 0.3
H -3.9457 1.1271 4.3371 0.1 0.1 0.2
H -5.0111 0.0792 3.4335 -0.2 0.0 -0.1
H -3.6874 0.9247 2.6101 0.0 0.1 -0.2
H -1.7223 0.5794 4.8798 -0.1 0.1 0.1
H -1.2713 0.3347 3.1936 0.1 0.1 -0.1
H -0.9277 -0.9025 4.3961 0.2 -0.1 0.1
H -3.6068 -0.7269 5.9105 0.0 0.2 0.1
H -2.8661 -2.2415 5.4296 0.1 -0.2 0.1
H -4.5241 -1.8816 4.9613 -0.2 -0.1 0.1
H -3.0383 -4.5243 4.1158 -0.1 0.0 0.2
H -1.9943 -5.6519 3.2663 0.1 -0.1 0.0
H -3.4737 -5.0937 2.5075 -0.2 -0.1 -0.1
H -0.9487 -3.0911 4.4344 0.0 0.1 0.2
H -0.0396 -2.5257 3.0205 0.1 0.1 0.0
H -0.0114 -4.2226 3.4858 0.0 -0.1 0.0
H -2.0582 -4.3964 0.4777 -0.1 -0.1 -0.2
H -0.6345 -4.9500 1.3295 0.1 -0.1 0.1
H -0.6949 -3.3074 0.7023 0.1 0.1 -0.1
H -5.3580 -0.1322 1.3274 -0.1 0.2 0.1
H -5.7777 -0.9944 -0.1348 -0.1 -0.1 -0.1
H -4.1364 -0.3857 0.0851 0.1 0.1 -0.1
H -6.0283 -1.9957 2.8706 -0.1 0.1 0.2
H -5.5994 -3.6599 2.4878 0.0 -0.2 0.1
H -6.6747 -2.7573 1.4300 -0.1 0.0 -0.1
H -3.5433 -2.8491 -0.5548 0.1 0.0 -0.1
H -5.2656 -3.2190 -0.5482 -0.2 0.1 -0.1
H -4.1806 -4.1716 0.4358 0.1 -0.2 0.0
C -2.1120 -2.0132 -4.7442 -0.1 0.2 0.2
C -0.8175 -1.5754 -4.9912 0.4 0.1 0.1
C -0.3089 -0.4941 -4.2997 -0.1 -0.1 -0.2
C -1.0830 0.1692 -3.3187 -0.3 0.1 0.2
C -2.3878 -0.3293 -3.0618 0.0 0.0 -0.2
C -2.8930 -1.3922 -3.7807 -0.1 -0.1 0.2
H -2.5302 -2.8156 -5.3289 0.0 -0.2 -0.1
H -0.2277 -2.0510 -5.7578 0.1 -0.1 -0.1
H 0.6597 -0.0871 -4.5572 0.1 0.0 0.0
H -3.0284 0.1948 -2.3631 0.1 0.0 0.0
H -3.9166 -1.6967 -3.6242 -0.1 -0.1 0.0
C -3.5088 4.1405 -3.6370 0.3 -0.2 0.2
C -2.0653 3.8043 -3.2798 0.0 0.7 -0.1
C -1.5393 4.7948 -2.2408 -0.1 -0.4 -0.2
O -2.0294 2.4887 -2.6795 -0.2 -0.5 0.4
B -1.0328 1.7836 -3.2825 -0.5 -0.1 -0.5
O -0.3325 2.4879 -4.1994 0.8 -0.3 0.1
C -1.1324 3.6409 -4.5380 -0.4 0.4 -0.3
C -1.8865 3.2303 -5.8121 0.2 0.0 0.3
C -0.2463 4.8392 -4.8327 0.0 -0.4 0.2
H -4.0733 4.3895 -2.7426 0.0 0.0 0.1
H -3.9979 3.3013 -4.1215 0.0 0.0 -0.1
H -3.5258 4.9923 -4.3077 -0.1 0.2 -0.1
H -2.1878 4.7567 -1.3690 -0.1 0.0 0.1
H -1.5527 5.8002 -2.6453 0.0 0.2 0.0
H -0.5281 4.5389 -1.9308 0.1 0.0 0.0
H -2.5259 2.3684 -5.6205 -0.1 0.0 0.0
H -1.1519 2.9461 -6.5652 0.0 0.0 0.0
H -2.4837 4.0490 -6.2021 -0.1 0.0 0.0
H 0.4095 5.0727 -3.9995 0.0 0.1 0.1
H -0.8666 5.7020 -5.0590 0.0 0.1 0.0
H 0.3737 4.6186 -5.6956 0.0 0.0 -0.1
```
Forces are in eV/Å.